A single C21H22N2O4 molecule in a non-equilibrium geometry, computed with ωB97M-V/def2-TZVPD.

Element x y z (Å)
C  -8.7093  -1.6313  -1.2349
O  -7.3245  -1.0785  -1.4154
C  -6.6898  -0.8287  -0.1886
C  -5.4194  -0.3326  -0.4130
H  -4.8748  -1.1287  -1.1995
H  -5.6559  0.5765  -0.8302
C  -4.8147  -0.2369  1.0979
N  -3.4458  0.5009  0.5866
C  -2.3354  -0.2378  0.3608
O  -2.1849  -1.5119  0.4319
C  -1.2624  0.9344  0.2656
C  0.0279  0.6513  -0.1382
C  0.9496  1.5143  -0.2938
C  0.3840  3.0528  -0.0265
C  -0.9937  3.1260  0.1001
C  -1.8283  1.9787  0.5116
C  -3.1669  1.6896  0.7380
O  -4.0798  2.6355  0.9697
H  -1.3102  4.2333  0.2592
H  0.9793  3.8646  -0.0949
C  2.3434  1.6239  -0.6090
O  2.8027  2.5972  -1.0174
N  3.0043  0.6487  0.0504
C  4.2875  0.1894  0.0519
C  5.2536  1.0000  -1.1614
C  6.6504  0.4264  -1.0254
C  7.0163  -0.8999  -0.3252
C  6.1283  -1.2352  0.4385
C  4.6921  -1.0311  0.6997
C  3.8604  -1.8091  1.5340
H  4.3632  -2.4818  1.8898
H  2.9750  -2.2194  0.7543
H  3.4386  -1.1003  2.2699
H  6.3987  -2.3982  0.9935
C  8.3867  -1.2635  -0.4326
H  8.8316  -1.3377  0.5650
H  9.0973  -0.4014  -0.9760
H  8.4727  -2.0148  -0.8664
H  7.2376  0.9977  -1.6232
H  4.8111  1.8293  -1.3638
H  2.5314  -0.1473  0.7376
H  0.3812  -0.3711  0.0661
H  -4.6690  -1.1163  1.4531
H  -5.3313  0.4189  1.6184
H  -7.5606  -0.2109  0.4208
H  -6.5924  -1.9646  0.3194
H  -9.3457  -1.1134  -0.6729
H  -8.5929  -2.7812  -0.8368
H  -9.1174  -1.6057  -2.4388

## Properties
LUMO energy in Eh: -0.0371
E_HOMO in hartree: -0.296
SMILES: COCCCN1C(=O)c2ccc(C(=O)Nc3ccc(C)cc3C)cc2C1=O
Spin multiplicity: 1
Total charge: 0
Relative energy (zero: lowest compared OMol25 entry of this formula, charge and spin) in eV: 19.169

=====

A gas-phase ion, C4H7FN3O5P (charge -2) in a non-equilibrium geometry, computed with ωB97M-V/def2-TZVPD.

Element x y z (Å)
C  -1.5535  2.6102  1.1977
C  0.5961  0.1882  0.9128
C  -1.4555  -0.7938  -0.2748
C  -1.7120  1.0009  1.2071
N  1.3547  0.9751  -0.0606
N  -0.7971  0.2623  0.4951
N  1.1602  -1.1623  0.7822
O  -2.5935  3.1962  1.4866
O  0.8909  0.5338  2.1770
O  -0.3834  -1.4870  3.2813
O  -0.4999  3.0787  0.8318
O  0.4452  0.3804  4.7778
F  -2.9819  0.4740  1.0524
P  -0.2200  -0.0197  3.5022
H  -0.7647  -1.1917  -1.1069
H  -1.7339  -1.3488  0.5276
H  -2.2703  -0.3128  -0.8165
H  1.1582  1.9321  -0.2035
H  2.4291  0.7775  0.0105
H  1.2114  -1.4308  1.8366
H  0.4841  -1.8594  0.3509

## Properties
LUMO energy (spin up / spin down) in Eh: 0.2224 / 0.2230
E_HOMO (spin up / spin down) in hartree: 0.018 / 0.000
SMILES: CN(C(F)=C([O-])[O-])C(N)(N)OP(=O)=O
Spin multiplicity: 1
Total charge: -2
Relative energy (zero: lowest compared OMol25 entry of this formula, charge and spin) in eV: 3.827

=====

7 unconnected molecules or ions with the total composition C37H86N4O10 in a non-equilibrium geometry, computed with ωB97M-V/def2-TZVPD.

Element x y z (Å)
C  -5.0216  4.5488  -0.8972
C  -4.2798  3.6175  -1.9365
C  -5.3610  2.7133  -2.6199
C  -6.1384  3.4382  -3.7815
C  -5.1290  4.1677  -4.7538
C  -4.1791  5.1441  -4.0502
N  -3.5026  4.3811  -2.9527
O  -2.4860  5.1101  -2.4301
C  -3.1511  5.5304  -5.0741
C  -4.9888  6.4291  -3.6655
C  -3.3645  2.6567  -1.1252
H  -4.4511  5.4198  -0.5748
H  -5.2262  4.0096  0.0278
H  -5.9269  4.8905  -1.3990
H  -5.0221  1.7431  -2.9832
H  -6.0304  2.4133  -1.8136
H  -6.7343  4.2476  -3.3598
H  -6.9038  2.8642  -4.3038
H  -5.7795  4.6069  -5.5101
H  -4.5507  3.4350  -5.3167
H  -3.5742  5.7569  -6.0528
H  -2.6312  6.4152  -4.7068
H  -2.3827  4.7686  -5.2055
H  -4.3902  7.1050  -3.0549
H  -5.2687  6.9024  -4.6066
H  -5.8243  6.2754  -2.9825
H  -2.8551  1.9982  -1.8288
H  -3.8302  2.0818  -0.3247
H  -2.4927  3.2140  -0.7827
H  -1.7146  4.5531  -2.5581
C  -3.1761  -2.8954  4.2254
C  -1.8213  -3.2711  3.5092
C  -1.1875  -2.0639  2.7296
C  0.2503  -2.3385  2.2049
C  1.1858  -2.8023  3.3564
C  0.5398  -3.9999  4.1729
N  -0.8413  -3.6613  4.5911
O  -1.4460  -4.4913  5.5707
C  0.7392  -5.3566  3.4525
C  1.4282  -4.0154  5.4888
C  -2.2072  -4.3707  2.5289
H  -3.0750  -2.1293  4.9941
H  -3.6472  -3.7083  4.7781
H  -3.9401  -2.6057  3.5039
H  -1.7784  -1.7481  1.8698
H  -1.1111  -1.2106  3.4035
H  0.6750  -1.4213  1.7970
H  0.2256  -3.0328  1.3650
H  1.3707  -1.9811  4.0489
H  2.1758  -3.0468  2.9714
H  0.8224  -5.2751  2.3688
H  1.6495  -5.7907  3.8660
H  -0.0377  -6.0260  3.8221
H  1.4183  -3.0494  5.9936
H  1.0154  -4.6690  6.2573
H  2.4684  -4.1916  5.2149
H  -1.7083  -4.1924  1.5763
H  -3.2118  -4.4372  2.1113
H  -2.0668  -5.3685  2.9445
H  -1.8209  -3.8738  6.2030
C  2.3867  -1.6061  -2.2196
C  2.9992  -2.9823  -2.1025
C  2.3028  -3.4780  -0.7709
C  2.4529  -4.9456  -0.4917
C  2.0472  -5.8612  -1.6862
C  2.6230  -5.4615  -3.1203
N  2.5899  -3.9481  -3.1863
O  3.0526  -3.3914  -4.3775
C  4.0066  -6.0385  -3.2953
C  1.6093  -5.9383  -4.2497
C  4.5150  -2.8416  -2.0790
H  2.7391  -0.9371  -3.0047
H  2.5236  -0.9555  -1.3558
H  1.3512  -1.6491  -2.5572
H  2.7721  -2.9875  0.0819
H  1.2397  -3.2433  -0.7179
H  1.7950  -5.1666  0.3488
H  3.4686  -5.2369  -0.2242
H  0.9601  -5.8778  -1.7643
H  2.4899  -6.8215  -1.4216
H  4.0236  -7.1065  -3.0783
H  4.4778  -5.8726  -4.2640
H  4.7995  -5.6924  -2.6323
H  0.5659  -5.7015  -4.0418
H  1.8007  -5.5070  -5.2324
H  1.7144  -7.0227  -4.2826
H  5.0079  -3.8050  -1.9489
H  4.8899  -2.1603  -1.3152
H  5.0752  -2.4524  -2.9292
H  3.9358  -3.7339  -4.5335
C  3.8039  2.9995  3.8277
C  2.4665  2.2795  3.8498
C  2.1487  1.4856  5.2019
O  2.9627  0.3014  5.3012
C  2.6384  -0.2466  6.5419
N  1.4204  3.3069  3.5475
H  3.7463  3.5465  4.7687
H  4.0193  3.7262  3.0443
H  4.6895  2.3687  3.9042
H  2.5341  1.6016  2.9989
H  1.0931  1.2138  5.2035
H  2.3129  2.0358  6.1284
H  2.9873  0.3754  7.3662
H  3.1184  -1.2176  6.6641
H  1.5566  -0.3783  6.5619
H  1.7264  3.9311  2.8148
H  1.4695  3.9786  4.3002
C  2.2751  5.0331  0.1204
C  3.1934  3.7941  0.1500
O  4.5280  4.0708  -0.2472
O  2.5670  5.8520  1.1768
H  1.2289  4.7273  0.1282
H  2.3098  5.5714  -0.8267
H  2.8970  3.0517  -0.5910
H  3.3598  3.2506  1.0801
H  4.7873  3.3675  -0.8469
H  1.9823  6.6080  1.0860
C  -0.3626  2.3475  -3.8641
C  -1.4800  1.3797  -4.1541
O  -1.3998  0.2496  -3.2789
O  -0.4829  3.1905  -2.7289
H  -0.3373  3.0677  -4.6819
H  0.6604  1.9746  -3.9148
H  -1.2663  1.0334  -5.1652
H  -2.4490  1.8779  -4.1836
H  -1.8226  -0.5121  -3.6821
H  -0.3400  2.5537  -2.0248
C  0.4071  1.3342  1.2672
C  -0.3585  0.7649  0.0718
O  0.2800  1.0295  -1.1470
O  -0.3880  1.2010  2.4011
H  0.5417  2.4034  1.1037
H  1.4321  0.9703  1.3374
H  -1.3528  1.2085  0.1234
H  -0.4644  -0.3099  0.2195
H  -0.2915  0.7176  -1.8525
H  -0.2601  1.8925  3.0546

## Properties
LUMO energy in Eh: 0.0120
E_HOMO in hartree: -0.291
SMILES: CC1(C)CCCC(C)(C)N1O.CC1(C)CCCC(C)(C)N1O.CC1(C)CCCC(C)(C)N1O.COC[C@H](C)N.OCCO.OCCO.OCCO
Spin multiplicity: 1
Total charge: 0
Relative energy (zero: lowest compared OMol25 entry of this formula, charge and spin) in eV: 1.955

=====

A molecular structure, C3H11O3 in a non-equilibrium geometry, computed with ωB97M-V/def2-TZVPD.

Element x y z (Å)
C  -0.5136  -0.1312  -0.1973
O  -0.1436  -0.5508  1.0414
C  0.4403  0.9776  -0.6077
C  0.9685  1.1342  -2.0635
H  -1.5983  0.2007  -0.2131
H  -0.5843  -1.1072  -0.8351
H  1.3770  0.9993  -0.0320
H  0.1478  1.8991  -0.1528
H  1.8657  1.6220  -2.3018
H  0.0874  1.4963  -2.6128
H  0.9987  0.1586  -2.4053
H  -1.9539  0.9882  2.5079
H  -1.4509  -0.2508  2.2173
O  -2.3005  0.1264  2.4226
H  0.2075  -1.9640  1.0630
H  1.6334  -2.5880  1.0327
O  0.8189  -3.0103  1.1365

## Properties
LUMO energy in Eh: 0.1451
E_HOMO in hartree: -0.147
Spin multiplicity: 1
Total charge: -1
Relative energy (zero: lowest compared OMol25 entry of this formula, charge and spin) in eV: 1.652